Entry 1:
Molecular formula: C4H10N3S
Method: DFT, ωB97M-V with the def2-TZVPD basis set

Its energy above the lowest of the compared OMol25 structures with the same formula, charge and spin is 2.558 eV. Its net charge is +1. The largest force on an atom is 0.0928 Eh/bohr. The calculation puts the orbital gap at 10.017 eV.

XYZ file:
```
18
Properties=species:S:1:pos:R:3:forces:R:3
C -0.212 0.736 -1.333 -0.258 -2.786 3.554
C 0.742 -0.611 1.933 0.626 -3.243 2.360
C -0.533 0.058 1.751 -0.618 4.399 0.689
C -0.049 -0.809 0.670 0.161 -2.726 -0.506
N -1.312 1.344 -0.801 -0.856 -0.328 -0.071
N 0.427 -0.308 -0.576 -1.692 3.406 -2.881
N 1.378 -1.023 -1.326 -0.481 -0.545 -0.143
S 0.380 1.110 -2.884 0.191 0.317 0.070
H 1.652 -0.054 2.100 0.050 0.063 -0.555
H 0.673 -1.575 2.606 0.383 2.033 -1.365
H -1.370 -0.074 2.459 0.299 -0.323 -0.916
H -0.322 1.211 1.539 -0.771 -2.556 0.425
H -0.373 -1.901 0.547 -0.035 1.756 0.267
H -2.015 0.870 -0.126 2.157 1.001 -1.501
H -1.665 2.201 -1.277 0.340 -1.254 0.615
H 1.019 -1.950 -1.560 -0.652 0.228 -0.402
H -0.552 2.080 -2.987 0.237 -0.082 -0.376
H 2.130 -1.308 -0.734 0.920 0.640 0.735
```
Forces are in eV/Å.

---

Entry 2:
Molecular formula: C4H10N3S
Method: DFT, ωB97M-V with the def2-TZVPD basis set

Its spin multiplicity is 3. Its energy above the lowest of the compared OMol25 structures with the same formula, charge and spin is 0.849 eV. Its net charge is +1. The largest force on an atom is 0.1325 Eh/bohr. The calculation puts the orbital gap (alpha / beta) at 5.886 / 8.282 eV.

XYZ file:
```
18
Properties=species:S:1:pos:R:3:forces:R:3
C 0.873 -0.231 -0.102 -2.602 1.013 0.924
C -1.255 -1.546 -0.237 -1.455 -3.913 -0.100
C -2.145 -0.539 0.400 1.585 0.665 0.098
C 0.855 2.138 -0.023 1.006 0.794 -0.584
N 0.140 0.925 0.009 5.356 -3.296 0.568
N 0.153 -1.369 -0.207 1.469 3.645 1.456
N 2.195 -0.182 -0.008 -1.492 1.438 -0.746
S -1.582 1.065 -0.146 -6.283 2.573 -0.565
H -1.484 -2.667 0.076 0.475 2.294 -0.072
H -1.488 -1.596 -1.259 -0.735 0.090 -1.651
H -3.171 -0.541 0.081 -0.271 -0.606 -0.247
H -2.108 -0.575 1.468 0.018 0.121 0.835
H 0.902 2.517 -1.019 0.244 0.357 -0.837
H 0.389 2.857 0.560 -1.342 1.394 1.078
H 1.856 2.160 0.393 0.155 -0.318 0.083
H 0.707 -2.112 -0.392 1.604 -3.220 -0.622
H 2.587 0.740 0.214 0.263 -1.329 -0.121
H 2.577 -1.043 0.190 2.005 -1.701 0.502
```
Forces are in eV/Å.

---

Entry 3:
Molecular formula: C4H10N4
Method: DFT, ωB97M-V with the def2-TZVPD basis set

Its energy above the lowest of the compared OMol25 structures with the same formula, charge and spin is 8.571 eV. The largest force on an atom is 0.1400 Eh/bohr. The calculation puts the orbital gap at 8.804 eV.

XYZ file:
```
18
Properties=species:S:1:pos:R:3:forces:R:3
C 1.855 -0.423 0.991 1.208 -2.849 3.613
C -0.849 0.647 0.286 -0.442 -1.580 -0.319
C -2.298 1.206 0.377 2.502 1.722 2.103
C -0.954 -0.799 0.088 -3.640 -2.603 0.998
H 0.730 -1.225 1.185 3.961 2.695 -0.489
H 2.285 0.222 2.168 -1.266 -2.867 -3.333
H 3.007 -1.370 0.442 -3.378 2.963 1.640
H 2.199 1.472 0.450 -1.235 -1.680 -1.372
H -2.282 2.336 0.440 -0.139 -1.347 0.060
H -2.679 0.743 1.317 -0.259 0.560 -0.843
H -2.803 0.887 -0.492 -0.795 -0.412 -0.809
H -2.016 -1.249 0.522 3.149 0.848 -0.972
H 1.048 -0.160 -1.099 -0.003 -0.375 -1.260
H 0.636 -1.599 -2.461 0.540 2.737 3.470
N 1.573 0.664 0.113 -0.581 2.545 1.528
N 0.229 1.306 0.364 1.108 1.166 -0.511
N -0.375 -1.558 -0.815 -3.876 0.301 2.710
N 0.480 -0.961 -1.507 3.144 -1.824 -6.213
```
Forces are in eV/Å.

---

Entry 4:
Molecular formula: C4H10N4
Method: DFT, ωB97M-V with the def2-TZVPD basis set

The SMILES is [H]/N=C(\NN)NC(=C)C. Its energy above the lowest of the compared OMol25 structures with the same formula, charge and spin is 3.230 eV. The largest force on an atom is 0.0549 Eh/bohr. The calculation puts the orbital gap at 8.809 eV.

XYZ file:
```
18
Properties=species:S:1:pos:R:3:forces:R:3
H -1.906 1.320 -1.840 -0.006 -0.090 0.116
N -0.995 0.921 -1.632 -0.117 -0.359 -0.183
C -0.903 0.461 -0.454 -0.225 1.064 0.946
N -1.889 0.565 0.687 -1.145 -0.028 -0.744
N -2.996 -0.341 0.675 -0.105 -0.027 -0.357
N 0.123 -0.028 0.271 -1.084 0.147 1.164
C 1.457 -0.139 -0.116 0.168 -0.785 0.063
C 1.900 0.068 -1.361 -0.180 0.036 0.156
C 2.327 -0.650 1.000 0.060 0.046 -0.057
H -2.265 1.507 0.767 0.093 -0.114 0.034
H -3.378 -0.401 -0.271 0.066 -0.002 0.199
H -2.628 -1.261 0.904 -0.036 0.111 -0.021
H -0.649 0.060 1.249 2.468 -0.205 -1.359
H 2.927 -0.152 -1.608 0.098 0.135 0.106
H 1.241 0.416 -2.139 -0.024 -0.031 -0.051
H 3.347 -0.806 0.655 0.005 0.078 0.008
H 2.336 0.060 1.830 0.030 -0.029 0.004
H 1.952 -1.602 1.383 -0.064 0.053 -0.022
```
Forces are in eV/Å.

---

Entry 5:
Molecular formula: C4H10N4
Method: DFT, ωB97M-V with the def2-TZVPD basis set

Its energy above the lowest of the compared OMol25 structures with the same formula, charge and spin is 3.364 eV. The largest force on an atom is 0.0557 Eh/bohr. The calculation puts the orbital gap at 9.643 eV.

XYZ file:
```
18
Properties=species:S:1:pos:R:3:forces:R:3
C 0.988 0.230 -1.545 -0.675 -0.122 -0.199
C -1.274 1.491 -0.121 -0.366 -0.613 0.144
N 0.712 -0.034 -0.152 0.180 0.736 0.905
C -0.385 0.497 0.583 2.528 1.266 0.446
C -1.094 -1.526 -0.293 -1.419 -2.270 -0.181
N 1.792 -0.578 0.585 -0.325 0.138 0.051
N -0.307 0.316 1.851 -0.500 -0.350 -0.240
N -1.004 -2.596 0.213 0.666 0.868 -0.310
H 1.434 -1.387 1.097 0.006 0.078 -0.110
H 2.005 0.088 1.335 -0.066 -0.160 -0.175
H -1.096 0.701 2.360 -0.007 0.187 -0.240
H -0.421 -3.253 0.707 -0.286 0.064 -0.034
H 0.313 -0.378 -2.167 0.026 0.211 -0.043
H 0.844 1.284 -1.798 0.069 -0.058 -0.057
H 2.004 -0.068 -1.791 -0.014 0.066 0.289
H -2.034 1.844 0.577 0.087 -0.013 -0.056
H -1.777 1.024 -0.961 -0.028 -0.014 -0.216
H -0.700 2.344 -0.477 0.125 -0.014 0.025
```
Forces are in eV/Å.

---

Entry 6:
Molecular formula: C4H10N4
Method: DFT, ωB97M-V with the def2-TZVPD basis set

The SMILES is [H]/N=C(\N)CCN.C#N. Its energy above the lowest of the compared OMol25 structures with the same formula, charge and spin is 2.138 eV. The largest force on an atom is 0.0638 Eh/bohr. The calculation puts the orbital gap at 8.922 eV.

XYZ file:
```
18
Properties=species:S:1:pos:R:3:forces:R:3
H -2.287 1.039 0.357 0.007 -0.095 -0.175
N -1.318 0.849 0.606 0.046 -1.699 0.314
C -1.012 -0.416 0.488 -1.606 1.465 1.323
N -1.935 -1.372 0.125 0.543 0.255 0.120
C 0.319 -0.885 1.027 0.697 0.154 -1.106
C 1.461 -0.067 0.400 -0.007 0.114 -0.251
N 1.172 0.148 -1.024 -0.351 -2.605 0.495
H -2.922 -1.179 0.250 0.395 -0.153 -0.387
H -1.622 -2.292 -0.136 -0.271 0.001 0.272
H 0.449 -1.943 0.785 0.053 -0.049 0.102
H 0.356 -0.760 2.112 -0.304 -0.116 -0.132
H 2.424 -0.570 0.556 -0.148 0.108 0.210
H 1.482 0.917 0.864 0.167 0.073 0.211
H 1.978 0.422 -1.578 -0.279 -0.358 -0.015
H 0.684 -0.717 -1.344 1.039 1.022 -0.455
C 0.354 2.159 -1.191 -2.620 1.457 1.333
N 0.894 2.867 -1.928 0.373 -0.177 -0.155
H -0.478 1.801 -0.369 2.266 0.604 -1.703
```
Forces are in eV/Å.

---

What did the first record say?
Molecular formula: C4H10N3S
Method: DFT, ωB97M-V with the def2-TZVPD basis set

Its energy above the lowest of the compared OMol25 structures with the same formula, charge and spin is 2.558 eV. Its net charge is +1. The largest force on an atom is 0.0928 Eh/bohr. The calculation puts the orbital gap at 10.017 eV.

XYZ file:
```
18
Properties=species:S:1:pos:R:3:forces:R:3
C -0.212 0.736 -1.333 -0.258 -2.786 3.554
C 0.742 -0.611 1.933 0.626 -3.243 2.360
C -0.533 0.058 1.751 -0.618 4.399 0.689
C -0.049 -0.809 0.670 0.161 -2.726 -0.506
N -1.312 1.344 -0.801 -0.856 -0.328 -0.071
N 0.427 -0.308 -0.576 -1.692 3.406 -2.881
N 1.378 -1.023 -1.326 -0.481 -0.545 -0.143
S 0.380 1.110 -2.884 0.191 0.317 0.070
H 1.652 -0.054 2.100 0.050 0.063 -0.555
H 0.673 -1.575 2.606 0.383 2.033 -1.365
H -1.370 -0.074 2.459 0.299 -0.323 -0.916
H -0.322 1.211 1.539 -0.771 -2.556 0.425
H -0.373 -1.901 0.547 -0.035 1.756 0.267
H -2.015 0.870 -0.126 2.157 1.001 -1.501
H -1.665 2.201 -1.277 0.340 -1.254 0.615
H 1.019 -1.950 -1.560 -0.652 0.228 -0.402
H -0.552 2.080 -2.987 0.237 -0.082 -0.376
H 2.130 -1.308 -0.734 0.920 0.640 0.735
```
Forces are in eV/Å.